# 1
ORCA calculation (wB97M-V/def2-TZVPD) on a cluster of 11 separate species, C94H78O22 in total in a non-equilibrium geometry.

```
194
Properties=species:S:1:pos:R:3:forces:R:3
O -3.768138 4.250287 3.498034 2.317 0.333 -0.671
C -2.589841 4.536650 3.207265 -2.346 0.109 0.535
C -1.585972 4.810775 4.279559 -0.788 -0.923 1.010
C -1.952275 4.416135 5.574478 -1.280 -0.282 -0.803
C -1.010212 4.337945 6.564511 -0.235 0.252 1.641
C 0.309080 4.746795 6.317725 -0.946 -0.405 -0.379
C 0.648219 5.242713 5.075969 0.131 -0.072 0.061
C -0.303420 5.233217 4.056279 0.289 -0.015 -0.897
C 0.077266 5.583756 2.654632 -0.804 0.311 0.759
O 1.145534 6.093602 2.457670 0.964 0.317 -0.678
C -0.922801 5.323640 1.560312 1.215 -0.425 0.127
C -0.482612 5.560593 0.262383 0.540 0.237 -0.378
C -1.274484 5.176127 -0.818393 0.182 1.246 0.103
C -2.562199 4.743258 -0.588471 -0.698 -1.110 -0.126
C -2.989519 4.491375 0.715855 -0.652 -0.711 0.796
C -2.147992 4.705032 1.809497 0.116 0.907 -0.826
H -3.010137 4.083898 5.631790 0.889 0.222 0.520
H -1.296660 4.034939 7.613250 0.347 0.131 -1.377
H 1.011700 4.550562 7.091132 0.705 0.362 0.418
H 1.644550 5.602272 4.860812 0.039 -0.091 -0.076
H 0.493116 6.072701 0.127739 -0.721 -0.588 0.069
H -0.998596 5.375405 -1.851804 0.236 -0.151 0.212
H -3.163115 4.515100 -1.482967 0.039 0.160 0.703
H -3.960484 4.060605 1.018972 0.355 0.349 -0.744
O -3.811137 -0.523600 0.511487 0.126 1.051 0.675
C -4.137056 -0.385242 1.693223 0.700 -1.082 -2.017
C -3.269657 0.280241 2.670053 0.086 0.562 1.042
C -2.320364 1.182714 2.241123 0.615 0.184 -0.301
C -1.436931 1.742549 3.166338 0.511 -0.361 1.248
C -1.549546 1.423230 4.548392 -0.526 0.745 0.438
C -2.640677 0.669223 4.983280 1.188 0.186 0.443
C -3.414623 0.069728 4.055898 -2.402 -1.445 -1.964
C -4.572599 -0.815572 4.480248 0.876 0.904 -0.215
O -4.722673 -1.074306 5.639696 -0.230 -0.373 1.187
C -5.537658 -1.297451 3.467340 0.393 0.637 -0.509
C -6.666118 -1.932296 3.875611 -1.793 -2.587 -0.123
C -7.544222 -2.539607 2.953042 1.059 1.485 -0.847
C -7.369687 -2.264693 1.579715 -1.223 -0.407 0.428
C -6.277539 -1.551945 1.177187 0.919 0.927 -0.192
C -5.335182 -1.091744 2.114774 -0.867 -0.109 0.103
H -2.301281 1.394772 1.168241 0.342 0.080 0.414
H -0.599058 2.377249 2.868748 -0.415 -0.127 -0.121
H -0.959637 1.840062 5.407111 -0.025 -0.188 -1.586
H -2.879862 0.482557 6.024875 0.273 0.080 -0.017
H -6.820512 -2.164106 4.910274 0.058 0.218 0.487
H -8.371385 -3.146121 3.231733 -0.505 -0.245 0.558
H -8.155246 -2.529519 0.837191 0.788 -0.105 0.674
H -6.141086 -1.274309 0.136208 0.059 -0.183 0.276
O 4.451726 -1.252925 5.771317 0.738 0.101 0.447
C 4.685524 -0.419818 4.914257 -0.957 -1.127 0.948
C 3.541211 -0.007974 4.091599 -1.350 0.179 -2.306
C 2.209350 -0.510895 4.257033 1.025 -0.214 0.188
C 1.202305 -0.283530 3.335709 0.282 0.849 -0.019
C 1.491761 0.533970 2.219560 -1.458 -0.385 0.746
C 2.735571 1.081469 2.088132 -0.412 0.458 -1.235
C 3.772099 0.734299 2.906490 0.284 -0.385 2.199
C 5.119253 1.217004 2.571683 1.098 0.373 0.230
O 5.306530 1.841135 1.544939 0.297 -0.071 0.235
C 6.269011 0.881055 3.528330 -0.112 0.286 -1.510
C 7.582365 1.256208 3.172842 -2.093 1.230 -0.631
C 8.636405 1.020845 3.974878 0.829 -1.946 0.712
C 8.458971 0.076342 5.001200 -0.019 0.958 1.270
C 7.172132 -0.355626 5.318563 0.738 -0.330 0.378
C 6.047948 0.078342 4.628935 0.313 0.010 -0.483
H 1.954337 -1.187577 5.058131 0.378 0.155 0.437
H 0.182212 -0.624631 3.596779 0.750 0.075 -0.632
H 0.692542 0.764959 1.513294 0.295 -0.065 0.115
H 2.931370 1.807598 1.311433 0.084 -0.234 -0.304
H 7.714615 1.872333 2.302591 -0.140 0.092 -0.356
H 9.606450 1.370121 3.676501 0.340 0.182 0.192
H 9.274223 -0.155421 5.723040 -0.555 -0.090 -0.928
H 7.075773 -1.080843 6.105941 -0.287 -0.071 0.308
O -3.965391 -5.295984 4.373858 0.285 0.352 -0.255
C -4.050878 -4.887774 3.233707 0.204 0.593 0.098
C -2.965805 -4.061577 2.561422 -0.828 -1.192 1.232
C -1.814522 -3.846151 3.272311 0.683 0.584 0.249
C -0.735225 -3.201989 2.669400 -0.698 0.096 -0.031
C -0.882726 -2.716108 1.359032 1.114 0.228 0.658
C -2.089328 -2.849996 0.728149 -0.077 -0.743 -0.422
C -3.108060 -3.610627 1.282174 -0.221 0.039 0.080
C -4.296564 -4.017896 0.520867 1.081 1.586 -1.940
O -4.442941 -3.555489 -0.599366 -0.181 0.045 -0.369
C -5.226522 -4.974862 1.031630 -1.268 0.157 0.971
C -6.216325 -5.489879 0.203396 0.559 -1.255 1.372
C -7.004471 -6.524812 0.717273 1.389 2.277 0.072
C -6.941033 -6.872595 2.044157 -0.509 0.154 -0.055
C -6.108362 -6.173512 2.891810 0.373 -0.623 0.499
C -5.221938 -5.241226 2.401111 0.265 -0.876 -0.928
H -1.878819 -4.175492 4.295016 0.631 -0.085 0.291
H 0.170045 -3.008332 3.216886 0.291 -0.159 0.021
H -0.027658 -2.226445 0.851267 -0.654 -0.336 0.556
H -2.230941 -2.494866 -0.259972 -0.242 0.291 -0.844
H -6.226077 -5.226752 -0.820736 -0.119 0.272 -0.822
H -7.664133 -6.940774 0.053103 -1.621 -1.380 -1.282
H -7.595347 -7.670673 2.338815 0.001 -0.229 0.606
H -5.933342 -6.446323 3.914676 -0.424 -0.170 0.425
O 5.077534 3.145535 -5.393421 0.127 -0.312 -0.550
C 3.935689 2.982033 -5.018557 0.619 0.158 -0.540
C 3.641528 3.195419 -3.598341 0.373 0.415 1.855
C 4.677088 3.397913 -2.604868 -2.312 -0.797 -1.906
C 4.274071 3.614698 -1.313883 0.655 0.298 0.082
C 2.964381 3.753018 -0.891071 -0.850 -0.036 -1.366
C 1.965223 3.594842 -1.873808 0.316 0.134 1.336
C 2.313849 3.285853 -3.185624 -0.276 -0.280 -0.339
C 1.178374 3.013251 -4.146070 0.767 0.568 1.480
O 0.048255 3.030760 -3.709116 -0.587 0.010 -0.311
C 1.487369 2.750044 -5.547201 0.736 0.002 -0.735
C 0.440439 2.582465 -6.437606 -0.138 -0.532 -0.500
C 0.763381 2.300019 -7.755909 -0.073 -0.205 -0.483
C 2.061573 2.166183 -8.224953 0.243 -0.221 -0.030
C 3.099424 2.349627 -7.345313 0.174 0.670 1.173
C 2.824243 2.675940 -5.994877 -0.097 -0.056 -0.099
H 5.708665 3.276372 -2.865273 0.308 0.129 -0.162
H 5.061871 3.737346 -0.621830 0.624 0.036 0.968
H 2.780901 4.021375 0.146674 -0.285 -0.135 -0.232
H 0.907376 3.699878 -1.626879 0.334 -0.076 -0.069
H -0.598374 2.574064 -6.093861 0.378 0.205 -0.114
H 0.028506 2.130806 -8.502620 -1.017 -0.031 -0.232
H 2.299143 1.883699 -9.264239 -0.421 0.278 0.598
H 4.104400 2.315230 -7.722952 0.415 -0.071 0.292
O 2.938391 -2.513592 1.849957 -1.732 -0.656 0.486
C 4.007748 -2.204896 1.412693 -0.219 1.173 -1.230
C 4.125929 -1.451985 0.126767 1.167 0.487 -0.793
C 3.015351 -1.006945 -0.620748 -0.399 -1.085 2.030
C 3.129274 -0.254720 -1.780419 -2.680 -1.200 1.043
C 4.371885 -0.008940 -2.228592 1.533 1.171 -2.530
C 5.501669 -0.343246 -1.507887 0.221 -1.193 1.021
C 5.425964 -1.113104 -0.315600 -0.887 1.230 -1.154
C 6.666101 -1.390999 0.475705 -0.383 0.546 -0.081
O 7.763335 -0.998357 0.145826 0.016 -0.027 -0.347
C 6.456481 -2.090062 1.756820 2.988 -0.508 0.319
C 7.610595 -2.477406 2.511976 -1.317 -0.017 0.358
C 7.452000 -3.210659 3.711154 1.240 0.303 -0.606
C 6.200241 -3.653037 4.111337 -0.220 -0.554 -0.305
C 5.129419 -3.249258 3.324465 -0.238 -0.294 0.131
C 5.224393 -2.472897 2.161462 0.107 -1.164 1.759
H 2.076496 -1.337703 -0.139640 0.187 0.563 -0.774
H 2.205629 0.010644 -2.342866 1.066 -0.091 0.449
H 4.415305 0.421404 -3.268140 0.432 -0.182 1.323
H 6.481276 -0.105053 -1.854754 0.503 0.236 -0.313
H 8.567983 -2.203708 2.086782 0.055 0.021 0.320
H 8.317479 -3.494213 4.341834 -0.399 0.252 -0.730
H 6.127030 -4.431672 4.925357 -0.239 1.361 -0.826
H 4.141916 -3.561182 3.540819 -0.834 -0.393 0.460
O -0.505672 -3.321197 -3.747959 0.354 -1.374 -0.345
C -0.700573 -4.165905 -2.623181 -1.151 -0.102 -0.294
C -1.452206 -5.423223 -3.055860 1.235 1.050 -0.679
O -2.740313 -5.176971 -3.535648 -0.373 0.663 -0.194
H -0.725725 -2.456599 -3.452972 -0.559 1.602 0.154
H 0.253243 -4.490466 -2.227641 0.291 0.115 0.468
H -1.335566 -3.626184 -1.899710 0.482 -0.233 0.130
H -1.523675 -6.045012 -2.203599 -0.015 -1.030 0.804
H -0.800466 -5.850432 -3.832887 -0.294 -0.419 0.072
H -2.717615 -4.262070 -3.858277 -0.212 -0.202 -0.126
O -4.554996 -2.438565 -3.237536 -0.644 0.315 0.049
C -4.694469 -1.269811 -2.408818 -0.632 0.545 -1.467
C -5.021500 -0.156834 -3.392916 0.010 0.351 -0.348
O -3.957576 -0.149489 -4.383932 -0.694 0.061 -0.161
H -4.858727 -3.236845 -2.798435 0.127 0.006 0.437
H -5.449408 -1.220881 -1.638934 -0.256 -0.883 0.154
H -3.746391 -1.081567 -2.001152 1.069 0.305 0.987
H -5.080777 0.870014 -2.993554 0.177 -0.583 0.221
H -5.982220 -0.369941 -3.902313 0.407 0.073 0.181
H -4.092842 -1.026067 -4.767292 0.440 -0.114 -0.385
O 2.308908 -0.138554 -4.743179 -0.107 -0.171 0.110
C 1.982634 -1.550198 -4.882850 -0.629 2.057 -1.836
C 3.209466 -2.304451 -5.088601 0.260 -2.235 -0.343
O 3.755159 -2.143358 -6.388088 0.494 0.940 0.167
H 2.040188 0.343895 -5.526257 -0.101 -0.057 -0.178
H 1.562261 -1.868474 -3.977894 -1.011 -0.405 1.248
H 1.283544 -1.674243 -5.756975 0.475 -0.085 1.003
H 2.874690 -3.383832 -5.031640 0.794 0.898 0.114
H 3.915285 -2.053948 -4.280339 0.024 -0.289 -0.278
H 4.097855 -1.228000 -6.429416 -0.202 -0.659 -0.074
O -0.417689 -0.330288 -0.371641 1.415 1.408 -0.153
C -0.786519 0.674860 -1.315916 -0.377 -1.000 0.377
C -0.748847 0.189479 -2.726041 -0.552 0.834 -1.852
O -1.708377 -0.833914 -2.979511 0.766 -0.562 0.337
H -1.050212 -1.008580 -0.423925 -1.455 -1.266 -0.107
H -1.741669 1.096369 -0.995001 -0.149 0.129 -0.409
H -0.028678 1.398921 -1.275438 1.001 1.363 0.399
H 0.271856 -0.113692 -3.023245 -0.372 -0.429 0.407
H -0.925787 1.033970 -3.441566 -0.102 -0.398 0.805
H -2.412354 -0.535496 -3.580303 0.100 0.184 0.102
O -2.681391 4.520894 -3.864230 -0.609 0.276 -1.624
C -3.102345 4.681700 -5.244450 -1.276 1.278 0.567
C -3.741217 3.433230 -5.771355 -0.217 -1.562 -0.040
O -2.756039 2.449649 -5.443298 -0.609 -2.415 -0.006
H -2.108807 3.755794 -3.988341 0.394 -0.365 0.624
H -3.820494 5.506753 -5.353890 0.115 -0.080 0.551
H -2.279299 4.983200 -5.856712 0.885 -0.079 -0.425
H -3.987974 3.378667 -6.864914 0.487 0.596 0.730
H -4.686048 3.176112 -5.262613 0.271 0.368 0.118
H -3.162020 1.541299 -5.253651 0.550 1.776 -0.380
```
Positions in Å, forces in eV/Å.

LUMO: -1.2227 eV
ΔE to the lowest compared entry with this formula, charge and spin: 0.0 kcal/mol
E: -5284.11414 hartree
E_HOMO: -0.337 hartree
F_max: 3.4 eV Å⁻¹
Structure (SMILES): O=C1c2ccccc2C(=O)c2ccccc21.O=C1c2ccccc2C(=O)c2ccccc21.O=C1c2ccccc2C(=O)c2ccccc21.O=C1c2ccccc2C(=O)c2ccccc21.O=C1c2ccccc2C(=O)c2ccccc21.O=C1c2ccccc2C(=O)c2ccccc21.OCCO.OCCO.OCCO.OCCO.OCCO

Here are the Löwdin charges for atoms 1 to 8, given in e: O 0.077; C -0.276; C -0.109; C -0.032; C -0.078; C -0.053; C 0.009; C -0.096

---

# 2
ORCA calculation (wB97M-V/def2-TZVPD) on a cluster of 5 separate species, C8H29N2O5 in total in a non-equilibrium geometry.

```
44
Properties=species:S:1:pos:R:3:forces:R:3
O 0.591491 -1.351267 0.854673 0.280 -1.086 0.933
H 0.031431 -1.249967 0.081583 -0.679 0.325 -2.044
H 1.499831 -1.040747 0.844773 1.463 0.345 -0.909
H 0.172381 -1.009707 1.647953 -0.892 0.686 1.703
C 1.269391 1.979853 1.980353 -1.474 -0.233 0.888
C -0.095459 1.645703 2.824363 1.977 0.848 -1.761
C -1.420999 1.849833 2.070173 1.046 0.610 -0.993
O -1.232419 1.654103 0.657243 0.428 0.107 0.640
C -2.382589 1.879593 -0.127967 -0.421 -0.701 0.119
N 0.077021 0.277283 3.298383 -0.021 -0.102 -0.116
H 2.151291 1.859423 2.609523 -0.185 0.011 0.507
H 1.287461 3.020453 1.656403 -0.175 -0.196 -0.319
H 1.451731 1.275293 1.168913 -0.450 0.294 -0.276
H -0.032069 2.353173 3.651143 -0.421 0.055 0.160
H -1.713889 2.894713 2.172933 -0.312 0.006 0.382
H -2.184479 1.178033 2.462443 -0.216 -0.040 0.073
H -3.054969 2.694683 0.139693 0.520 0.555 0.450
H -3.015929 1.000553 -0.008477 -0.221 -0.231 -0.501
H -2.063619 2.037313 -1.158247 -0.039 -0.223 0.063
H 0.931751 0.359213 3.830193 0.376 -0.651 0.181
H -0.625989 0.114333 4.005013 -0.305 -0.399 0.112
C 1.630231 0.802033 -2.132957 -1.114 -0.486 1.380
C 1.088961 -0.491167 -2.766177 0.167 0.011 -0.876
C -0.501279 -0.648287 -2.729987 2.344 -1.569 -1.644
O -0.792719 -1.355577 -1.572607 -0.711 0.264 2.864
C -2.168669 -1.700037 -1.347337 0.454 -0.416 -0.325
N 1.631761 -0.606387 -4.119767 -0.175 0.677 -1.403
H 1.635951 0.627893 -1.056977 0.787 -0.360 0.359
H 0.908441 1.613453 -2.039557 0.060 0.369 -1.273
H 2.623911 1.099393 -2.468047 -0.275 0.065 -0.088
H 1.597901 -1.335797 -2.301767 -0.902 -0.239 1.233
H -0.758269 -1.428947 -3.445967 0.124 0.526 -1.163
H -1.062269 0.250543 -2.985937 0.010 0.250 0.640
H -2.609199 -2.237867 -2.186837 0.191 0.178 -0.472
H -2.774219 -0.816337 -1.146127 0.035 -0.114 0.248
H -2.138889 -2.443127 -0.550457 -0.239 0.516 0.280
H 2.641371 -0.634457 -4.121657 0.195 0.560 0.388
H 1.438701 -1.454457 -4.633198 -0.839 -0.235 0.293
O -1.473749 -2.808117 1.826583 0.106 0.308 -0.043
H -2.371299 -2.791347 2.158783 -0.281 0.017 0.172
H -1.355749 -3.699707 1.498903 0.119 -0.335 -0.030
O 3.342221 -1.039737 0.522143 -0.490 0.027 0.223
H 3.915131 -1.454697 1.166983 0.149 -0.163 0.291
H 3.910361 -0.869137 -0.229077 0.006 0.169 -0.344
```
Positions in Å, forces in eV/Å.

LUMO: -2.4718 eV
ΔE to the lowest compared entry with this formula, charge and spin: 50.5 kcal/mol
E: -807.59830 hartree
E_HOMO: -0.428 hartree
F_max: 3.3 eV Å⁻¹
Net charge: +1

Here are the natural (NBO) charges for atoms 1 to 8, given in e: O -0.802; H 0.566; H 0.563; H 0.566; C -0.609; C -0.063; C -0.076; O -0.563